Record 1
ORCA calculation (the ωB97M-V functional and the def2-TZVPD basis) on a structure of composition C32H21BrF5N3O2RuS in a non-equilibrium geometry.

Last column: natural (NBO) charge in e.
Geometry (Å):
Ru (-0.030, -0.162, 0.401)  1.0158
C (1.102, 0.176, 3.872)  -0.6527
C (1.428, 0.681, 2.496)  0.0189
C (0.590, 1.632, 1.870)  -0.2826
C (0.919, 2.147, 0.604)  -0.2252
C (2.077, 1.715, -0.041)  -0.1868
C (2.935, 0.815, 0.600)  -0.1965
C (2.615, 0.310, 1.850)  -0.1392
H (0.041, -0.052, 3.969)  0.2410
H (1.345, 0.945, 4.609)  0.2532
H (1.686, -0.710, 4.114)  0.2305
H (-0.246, 2.040, 2.423)  0.2641
H (0.304, 2.917, 0.159)  0.2668
H (2.334, 2.121, -1.010)  0.2604
H (3.869, 0.536, 0.130)  0.2472
H (3.297, -0.367, 2.349)  0.2324
F (-6.079, 2.113, -1.420)  -0.2601
C (-5.162, 1.429, -0.765)  0.2878
C (-3.840, 1.854, -0.770)  0.2934
F (-3.485, 2.950, -1.424)  -0.2682
C (-2.904, 1.122, -0.072)  0.3175
F (-1.606, 1.525, -0.065)  -0.2978
C (-3.231, -0.019, 0.644)  -0.3271
S (-2.027, -0.852, 1.580)  0.0519
C (-4.558, -0.434, 0.626)  0.3345
F (-4.915, -1.527, 1.292)  -0.2793
C (-5.518, 0.281, -0.069)  0.3286
F (-6.776, -0.127, -0.067)  -0.2721
Br (1.004, -5.943, -4.367)  0.0859
C (0.060, -4.758, -3.229)  -0.0688
C (-0.753, -5.277, -2.232)  -0.2435
C (-1.415, -4.406, -1.381)  -0.1970
C (-1.257, -3.034, -1.519)  -0.2414
C (-0.449, -2.530, -2.531)  -0.0852
C (0.205, -3.390, -3.402)  -0.2366
C (-0.245, -1.018, -2.719)  0.7677
O (0.037, -0.597, -3.816)  -0.5643
O (-0.383, -0.286, -1.652)  -0.7385
H (-0.871, -6.348, -2.138)  0.2374
H (-2.054, -4.799, -0.599)  0.2218
H (-1.780, -2.362, -0.852)  0.2157
H (0.820, -2.991, -4.196)  0.2539
N (2.055, -7.069, 1.029)  -0.5169
C (2.597, -8.211, 0.494)  0.0961
C (2.684, -9.522, 0.949)  -0.2333
C (3.308, -10.423, 0.112)  -0.1827
C (3.840, -10.038, -1.131)  -0.2162
C (3.762, -8.739, -1.580)  -0.2049
C (3.122, -7.809, -0.755)  0.1504
N (2.899, -6.473, -0.945)  -0.4264
C (2.267, -6.059, 0.123)  0.2785
C (1.863, -4.680, 0.309)  0.1159
C (2.273, -3.723, -0.625)  -0.2225
C (1.883, -2.418, -0.460)  0.0567
N (1.136, -2.019, 0.580)  -0.4454
C (0.742, -2.921, 1.485)  0.0622
C (1.077, -4.252, 1.385)  -0.2546
H (1.624, -6.995, 1.933)  0.4188
H (2.287, -9.829, 1.907)  0.2228
H (3.392, -11.456, 0.420)  0.2253
H (4.321, -10.789, -1.743)  0.2262
H (4.178, -8.432, -2.530)  0.2328
H (2.882, -4.025, -1.464)  0.2765
H (2.170, -1.655, -1.172)  0.2281
H (0.153, -2.556, 2.317)  0.2195
H (0.708, -4.942, 2.130)  0.2296

- Total charge: +1
- Gap between HOMO and LUMO (spin up / spin down): 5.73 / 5.73 eV
- 2S+1: 2
- E_LUMO (spin up / spin down): -0.19027 / -0.19032 Ha
- <S²>: 0.78
- ΔE to the lowest compared entry with this formula, charge and spin: 52.57 kcal/mol

Record 2
ORCA calculation (the ωB97M-V functional and the def2-TZVPD basis) on a structure of composition C32H21CeF10N6O2S in a non-equilibrium geometry.

Last column: Löwdin charge in e.
Geometry (Å):
Ce (-0.517, -0.196, -0.699)  1.2322
C (-3.987, -1.237, -0.764)  -0.0759
N (-2.965, -0.751, 0.216)  -0.2571
C (-3.310, 0.646, 0.680)  -0.1801
C (-3.028, 1.781, -0.257)  -0.2276
N (-1.620, 1.907, -0.605)  -0.1249
C (-1.047, 3.018, -1.163)  -0.1806
C (-1.658, 3.723, -2.282)  -0.0465
F (-2.901, 3.331, -2.769)  0.0413
C (-1.170, 4.966, -2.837)  -0.1394
F (-1.842, 5.736, -3.690)  0.1131
C (0.070, 5.410, -2.374)  -0.1751
F (0.430, 6.609, -2.791)  0.1192
C (0.685, 4.737, -1.322)  -0.0855
F (2.002, 5.070, -0.952)  0.0531
C (0.048, 3.719, -0.644)  -0.1367
F (0.589, 3.264, 0.523)  0.0963
C (-2.828, -1.768, 1.316)  -0.1808
C (-1.918, -2.885, 0.957)  -0.2214
N (-0.644, -2.463, 0.304)  -0.0550
C (0.328, -3.385, -0.021)  -0.1519
C (0.474, -4.773, 0.408)  -0.1330
F (-0.295, -5.114, 1.470)  0.0655
C (1.347, -5.662, -0.145)  -0.1421
F (1.109, -6.970, 0.211)  0.0679
C (2.271, -5.304, -1.106)  -0.1636
F (2.998, -6.190, -1.759)  0.1091
C (2.179, -3.964, -1.622)  -0.1490
F (2.852, -3.652, -2.708)  0.1329
C (1.317, -3.035, -1.002)  -0.1938
F (1.405, -1.814, -1.483)  0.0550
H (-4.952, -1.372, -0.198)  0.1069
H (-3.673, -2.205, -1.111)  0.0667
H (-3.957, -0.615, -1.642)  0.0548
H (-2.728, 0.856, 1.570)  0.1039
H (-4.430, 0.582, 0.819)  0.1391
H (-3.288, 2.646, 0.364)  0.1305
H (-3.676, 1.808, -1.152)  0.1139
H (-3.793, -2.283, 1.436)  0.1249
H (-2.425, -1.352, 2.233)  0.1075
H (-2.498, -3.628, 0.379)  0.1245
H (-1.840, -3.425, 1.881)  0.1038
O (0.900, 0.667, -2.269)  -0.2314
C (1.986, 1.346, -2.521)  -0.3123
C (2.192, 1.968, -3.763)  -0.0123
C (3.380, 2.660, -3.995)  -0.0961
C (4.410, 2.722, -3.048)  -0.0959
C (4.101, 2.302, -1.740)  -0.0439
C (2.957, 1.551, -1.475)  -0.1556
C (2.776, 1.141, -0.140)  -0.0181
N (1.700, 0.512, 0.399)  -0.0699
N (1.817, 0.364, 1.715)  0.0525
C (0.646, 0.206, 2.306)  -0.3922
O (-0.464, 0.309, 1.615)  -0.1918
C (0.544, -0.138, 3.719)  -0.1783
C (-0.650, -0.152, 4.361)  -0.0323
C (-0.695, -0.521, 5.740)  -0.0765
C (0.463, -0.931, 6.441)  -0.0656
C (1.699, -0.759, 5.709)  -0.0792
C (1.722, -0.433, 4.375)  -0.0441
H (1.366, 1.968, -4.454)  0.1129
H (3.373, 3.220, -4.979)  0.1173
H (5.339, 3.202, -3.342)  0.0905
H (4.858, 2.516, -1.027)  0.0983
H (3.659, 1.268, 0.540)  0.1416
H (-1.540, 0.298, 3.899)  0.1154
H (-1.696, -0.442, 6.262)  0.1089
H (0.500, -1.204, 7.469)  0.0768
H (2.667, -0.859, 6.194)  0.0938
H (2.676, -0.285, 3.851)  0.1175
S (-1.759, -1.367, -3.400)  0.5496
C (-1.293, -2.937, -3.188)  -0.8803
N (-0.752, -3.959, -2.925)  0.0583

- Total charge: -1
- Gap between HOMO and LUMO (spin up / spin down): 5.90 / 5.90 eV
- E_LUMO (spin up / spin down): 0.03506 / 0.03503 Ha
- ΔE to the lowest compared entry with this formula, charge and spin: 9.16 kcal/mol

Record 3
ORCA calculation (the ωB97M-V functional and the def2-TZVPD basis) on a structure of composition C32H21ClN2OPRuS3.

Last column: natural (NBO) charge in e.
Geometry (Å):
Ru (-1.253, 0.935, 2.296)  0.0272
S (-2.262, -0.942, 2.696)  0.5071
C (-3.914, -0.589, 2.767)  -0.3250
C (-4.805, -1.695, 2.925)  0.2113
N (-5.517, -2.586, 3.061)  -0.1890
C (-4.368, 0.727, 2.705)  -0.2616
S (-3.300, 2.005, 2.550)  0.2958
C (-5.768, 1.014, 2.811)  0.2097
N (-6.888, 1.252, 2.899)  -0.1812
Cl (-0.356, 1.564, 4.497)  0.1275
C (1.360, 1.099, 4.462)  0.1091
C (2.125, 1.514, 5.534)  -0.2618
C (3.478, 1.208, 5.528)  -0.1540
C (4.035, 0.514, 4.462)  -0.1924
C (3.240, 0.114, 3.401)  -0.1544
C (1.873, 0.390, 3.387)  -0.4414
P (0.813, -0.149, 2.007)  1.1525
C (1.811, 0.225, 0.541)  -0.4021
C (2.506, -0.754, -0.161)  -0.1426
C (3.301, -0.396, -1.244)  -0.2259
C (3.407, 0.933, -1.622)  -0.1779
C (2.716, 1.914, -0.920)  -0.1994
C (1.920, 1.562, 0.155)  -0.1786
C (0.725, -1.948, 2.113)  -0.3919
C (0.060, -2.611, 1.078)  -0.2297
C (-0.085, -3.986, 1.117)  -0.1316
C (0.421, -4.705, 2.194)  -0.1937
C (1.072, -4.050, 3.227)  -0.1948
C (1.228, -2.670, 3.190)  -0.1949
H (1.679, 2.069, 6.348)  0.2469
H (4.097, 1.525, 6.356)  0.2407
H (5.093, 0.291, 4.454)  0.2393
H (3.678, -0.419, 2.566)  0.2372
H (2.434, -1.795, 0.129)  0.2235
H (3.840, -1.161, -1.787)  0.2312
H (4.026, 1.208, -2.465)  0.2315
H (2.794, 2.952, -1.216)  0.2325
H (1.373, 2.331, 0.689)  0.2173
H (-0.345, -2.047, 0.243)  0.2305
H (-0.599, -4.497, 0.314)  0.2226
H (0.301, -5.780, 2.227)  0.2321
H (1.461, -4.611, 4.066)  0.2316
H (1.736, -2.167, 4.003)  0.2255
C (-2.362, 0.932, -8.838)  -0.7259
C (-2.321, 0.972, -7.336)  0.4573
O (-3.219, 0.664, -6.610)  -0.5284
S (-0.714, 1.546, -6.726)  0.2114
C (-0.945, 1.412, -4.981)  -0.1397
C (-2.021, 2.029, -4.344)  -0.1981
C (-2.155, 1.933, -2.975)  -0.1535
C (-1.207, 1.228, -2.221)  -0.1139
C (-0.121, 0.622, -2.867)  -0.1742
C (0.004, 0.711, -4.239)  -0.2101
C (-1.326, 1.122, -0.816)  0.1209
C (-1.362, 0.996, 0.403)  -0.2726
H (-3.376, 0.709, -9.159)  0.2501
H (-1.685, 0.156, -9.198)  0.2502
H (-2.033, 1.884, -9.253)  0.2453
H (-2.748, 2.578, -4.924)  0.2418
H (-2.989, 2.404, -2.473)  0.2275
H (0.612, 0.082, -2.281)  0.2218
H (0.829, 0.228, -4.745)  0.2311

- Total charge: +1
- Gap between HOMO and LUMO (spin up / spin down): 5.43 / 5.14 eV
- E_LUMO (spin up / spin down): -0.20158 / -0.21223 Ha
- ΔE to the lowest compared entry with this formula, charge and spin: 0.00 kcal/mol